Record 1
Molecular formula: C38H46ClF5MoOP4S
Method: DFT, ωB97M-V/def2-TZVPD

Last column: Mulliken charge in e.
Atoms and positions in Å:
P -2.2798 1.4979 -1.5040  1.704
C -2.8829 3.0944 -0.9573  0.460
C -2.8752 4.2002 -1.8254  -0.017
H -2.4195 4.1135 -2.8129  0.402
C -3.4668 5.3980 -1.4178  -0.753
H -3.4738 6.2475 -2.1001  0.441
C -4.0477 5.4952 -0.1496  -0.509
H -4.5161 6.4315 0.1604  0.413
C -4.0320 4.4030 0.7236  -0.782
H -4.4815 4.4781 1.7135  0.427
C -3.4426 3.1995 0.3282  -0.805
H -3.4218 2.3408 0.9996  0.395
C -1.2314 1.7150 -2.9463  0.041
C -0.0683 2.5013 -2.8280  -0.180
H 0.1588 2.9933 -1.8783  0.597
C 0.7782 2.6565 -3.9267  -0.783
H 1.6948 3.2390 -3.8178  0.473
C 0.4336 2.0898 -5.1576  -0.661
H 1.0803 2.2408 -6.0242  0.444
C -0.7374 1.3414 -5.2870  -0.805
H -1.0215 0.9144 -6.2507  0.449
C -1.5638 1.1305 -4.1826  -0.432
H -2.4838 0.5483 -4.2784  0.463
C -3.6875 0.4370 -1.8592  0.532
C -4.8192 1.0026 -2.4791  -0.585
H -4.8089 2.0579 -2.7585  0.483
C -5.9430 0.2155 -2.7296  -0.691
H -6.8063 0.6612 -3.2238  0.426
C -5.9555 -1.1295 -2.3429  -0.629
H -6.8401 -1.7390 -2.5341  0.422
C -4.8418 -1.6924 -1.7117  -0.785
H -4.8459 -2.7382 -1.3996  0.458
C -3.7043 -0.9157 -1.4760  0.777
H -2.8304 -1.3485 -0.9874  -0.662
Mo 0.7162 -0.4650 1.4551  -2.708
C 1.7842 -1.7781 0.0996  -0.775
C 1.4531 -1.7130 -1.2142  0.397
H 2.5745 -2.4822 0.4171  0.484
C 0.3234 -0.7676 -1.5716  1.770
O -0.6999 -1.5488 -2.2452  -0.888
H -1.4286 -0.9556 -2.5128  0.208
C -0.1921 -0.1236 -0.3214  1.039
H 0.6867 0.0375 -2.2508  -0.452
C -1.1843 0.7339 -0.0649  0.270
Cl -0.4144 0.9653 3.0800  -0.458
P -0.5771 -2.4700 2.3220  1.430
P 2.5300 1.2300 1.3055  1.424
C -0.8003 -2.6383 4.1128  -1.241
H -1.2176 -1.7051 4.5077  0.351
H 0.1666 -2.8262 4.5959  0.266
H -1.4871 -3.4734 4.3057  0.556
C -2.2746 -2.4078 1.6774  -1.406
H -2.2826 -2.7384 0.6315  0.222
H -2.6460 -1.3770 1.7264  0.277
H -2.9187 -3.0633 2.2801  0.616
C 0.0387 -4.1042 1.8084  -1.278
H 1.0600 -4.2537 2.1801  0.339
H 0.0471 -4.1621 0.7131  0.159
H -0.6224 -4.8827 2.2159  0.491
C 3.4683 1.6750 2.7923  -1.189
H 4.2365 0.9187 2.9973  0.235
H 2.7918 1.7308 3.6532  0.297
H 3.9386 2.6550 2.6290  0.577
C 3.8169 0.8927 0.0639  -1.315
H 3.3546 0.7593 -0.9229  0.134
H 4.3391 -0.0352 0.3302  0.326
H 4.5329 1.7264 0.0254  0.509
C 1.8029 2.8105 0.7785  -1.197
H 0.8591 2.9682 1.3133  0.341
H 1.6053 2.7840 -0.2998  -0.008
H 2.5055 3.6222 1.0115  0.607
P 2.1649 -2.6423 -2.6063  1.427
C 3.7016 -3.3605 -2.0673  -1.261
C 2.3904 -1.4276 -3.9109  -1.147
H 3.5206 -4.0667 -1.2455  0.410
H 4.3956 -2.5767 -1.7337  0.403
H 4.1398 -3.8960 -2.9214  0.446
H 1.4207 -1.0161 -4.2253  0.211
H 2.8749 -1.9159 -4.7666  0.523
H 3.0270 -0.6072 -3.5505  0.375
C 0.9721 -3.8758 -3.1114  -1.263
H 0.7060 -4.4998 -2.2482  0.397
H 1.4150 -4.4979 -3.8999  0.487
H 0.0685 -3.3708 -3.4750  0.340
H -1.4191 1.0907 0.9434  -0.070
F 4.2332 0.5602 8.4125  -0.269
C 3.7993 0.0540 7.2434  0.636
C 2.4475 0.1320 6.9111  -0.013
F 1.5715 0.7260 7.7490  -0.286
C 2.0012 -0.4179 5.7181  -0.259
F 0.6679 -0.3979 5.4906  -0.318
C 2.8840 -1.0104 4.7909  0.536
S 2.4358 -1.6975 3.2740  -0.099
C 4.2456 -1.0689 5.1634  0.044
F 5.1262 -1.6307 4.3008  -0.371
C 4.6998 -0.5590 6.3686  0.257
F 6.0072 -0.6463 6.6921  -0.274

Properties
Spin multiplicity = 3
Total charge = +2
HOMO energy (spin up / spin down) = -12.04 / -12.08 eV
Kohn-Sham gap (spin up / spin down) = 5.421 / 6.000 eV
Lowest unoccupied orbital energy (spin up / spin down) = -6.62 / -6.08 eV

Record 2
Molecular formula: C39H37N4O2
Method: DFT, ωB97M-V/def2-TZVPD

Last column: Mulliken charge in e.
Atoms and positions in Å:
C 8.4557 3.4989 -2.4418  -0.806
O 7.8559 2.1810 -2.4369  -0.433
C 6.4996 2.0953 -2.4298  0.924
C 5.9290 0.7978 -2.3859  -0.869
C 4.5600 0.6489 -2.2943  -0.113
C 3.6972 1.7753 -2.2442  0.141
C 2.2681 1.6332 -2.0575  1.007
O 1.6084 2.8231 -2.1129  -0.383
C 0.2273 2.8416 -2.1489  0.394
C -0.5164 1.6466 -2.0922  0.712
C -1.9173 1.7471 -2.3061  -0.460
C -2.5179 2.9849 -2.4268  -0.852
C -1.7460 4.1602 -2.3954  -0.425
C -0.3637 4.0934 -2.2738  -0.845
C 0.1730 0.4784 -1.7177  -0.475
C 1.5710 0.4676 -1.7717  -0.567
C 4.2775 3.0585 -2.3588  -0.780
C 5.6473 3.2270 -2.4434  -0.507
H 9.5269 3.3006 -2.4379  0.244
H 8.1747 4.0584 -3.3455  0.335
H 8.1705 4.0702 -1.5466  0.353
H 6.5973 -0.0606 -2.4093  0.434
H 4.1209 -0.3468 -2.2646  0.373
H -2.4928 0.8230 -2.3434  0.438
H -3.6019 3.0429 -2.5380  0.423
H -2.2339 5.1295 -2.4777  0.413
H 0.2680 4.9804 -2.2801  0.455
H -0.3293 -0.4792 -1.6558  0.627
H 2.1364 -0.4481 -1.6023  0.306
H 3.6576 3.9503 -2.3720  0.482
H 6.0670 4.2340 -2.5064  0.387
C -7.9880 -3.2485 0.3315  -0.415
C -7.6655 -3.1133 -1.0263  -0.539
C -6.3285 -3.0988 -1.4281  -0.616
C -5.3032 -3.2132 -0.4807  1.184
C -3.8700 -3.2639 -0.9682  -1.749
N -2.8622 -3.1938 0.1104  0.614
C -2.0096 -4.3606 0.1967  -0.732
C -1.2848 -4.4514 1.5210  -0.952
N -0.9120 -3.1661 2.0620  -0.006
C 0.1549 -3.1873 3.0327  -0.987
C 0.1404 -1.9293 3.8694  -0.686
N 0.1055 -0.7580 3.0188  0.387
C 0.3664 0.5090 3.7199  -1.601
C 1.3031 1.4404 2.9910  0.414
C 1.4806 2.7322 3.5019  -0.644
C 2.3036 3.6427 2.8398  -0.661
C 2.9679 3.2606 1.6665  -0.571
C 2.8317 1.9565 1.1882  -0.264
C 2.0062 1.0418 1.8488  0.021
C -0.7501 -0.7639 1.9408  0.642
C -0.9715 0.3637 1.1234  -1.467
N -1.6601 0.2381 -0.0113  -0.080
C -2.5191 -0.7736 -0.1850  -1.246
C -2.3158 -1.9854 0.5009  0.517
C -1.3443 -1.9900 1.5333  0.153
C -5.6228 -3.3346 0.8751  -0.186
C -6.9650 -3.3551 1.2811  -0.663
H -9.0328 -3.2722 0.6465  0.369
H -8.4565 -3.0248 -1.7731  0.363
H -6.0552 -3.0002 -2.4816  0.374
H -3.7085 -4.2200 -1.4895  0.534
H -3.6973 -2.4738 -1.7140  0.347
H -2.6418 -5.2429 0.0583  0.540
H -1.2632 -4.3398 -0.6191  0.280
H -1.9172 -4.9847 2.2500  0.371
H -0.3742 -5.0504 1.3859  0.397
H 0.0214 -4.0676 3.6706  0.485
H 1.1313 -3.2810 2.5237  0.329
H -0.7264 -1.9383 4.5531  0.320
H 1.0522 -1.8673 4.4720  0.490
H -0.5841 1.0336 3.9309  0.388
H 0.8013 0.2476 4.6954  0.572
H 0.9524 3.0050 4.4196  0.433
H 2.4322 4.6492 3.2416  0.385
H 3.6034 3.9691 1.1324  0.439
H 3.3747 1.6316 0.2995  0.661
H 1.9053 0.0210 1.4760  0.367
H -0.5431 1.3369 1.3647  0.519
H -3.3102 -0.6651 -0.9299  0.545
H -4.8203 -3.4190 1.6103  0.320
H -7.2011 -3.4587 2.3408  0.372

Properties
Total charge = +1
HOMO energy = -9.28 eV
Kohn-Sham gap = 5.050 eV
Lowest unoccupied orbital energy = -4.23 eV

Record 3
Molecular formula: C3H12N2Si
Method: DFT, ωB97M-V/def2-TZVPD

Last column: natural (NBO) charge in e.
Atoms and positions in Å:
C -3.0133 -0.2736 0.7289  -0.408
C 2.3540 -0.7288 -0.8100  -0.464
C 2.0539 0.7793 0.9067  -0.471
N -1.7376 -0.4530 0.1303  -1.050
N 1.5035 -0.2596 0.1776  -0.326
Si -1.2992 0.5225 -1.1576  0.960
H -3.0498 -0.3845 1.8176  0.185
H -3.3038 0.7978 0.5288  0.201
H -3.8029 -1.0640 0.5104  0.177
H 2.9843 -1.5306 -0.3966  0.202
H 1.8577 -1.3018 -1.5183  0.198
H 2.9889 -0.0176 -1.2548  0.172
H 1.3057 1.4973 1.1675  0.209
H 2.4886 0.5146 1.9720  0.202
H 2.7243 1.3709 0.2950  0.165
H -1.3989 -1.4196 0.2669  0.412
H -1.8493 1.8114 -0.9315  -0.190
H -0.8061 0.1390 -2.4330  -0.174

Properties
Total charge = 0
Energy above the lowest of the compared OMol25 structures with the same formula, charge and spin = 155.9 kcal per mole
HOMO energy (spin up / spin down) = -8.49 / -5.80 eV
Kohn-Sham gap (spin up / spin down) = 8.886 / 5.822 eV
Lowest unoccupied orbital energy (spin up / spin down) = 0.40 / 0.02 eV

Record 4
Molecular formula: C29H33N5O2RuSSi
Method: DFT, ωB97M-V/def2-TZVPD

Last column: Mulliken charge in e.
Atoms and positions in Å:
Ru -0.2810 0.5507 -0.2301  -0.240
N -6.7683 -3.2047 2.7963  -0.446
C -5.9838 -2.5112 1.9479  1.128
C -4.8368 -3.1102 1.3852  -0.891
C -4.0457 -2.4141 0.5109  -0.457
C -4.3747 -1.0919 0.1820  0.056
C -5.5058 -0.4765 0.7383  -0.455
C -6.2964 -1.1796 1.6081  -0.823
S -3.4412 -0.2406 -0.9370  1.003
O -4.1145 0.8978 -1.4645  -0.640
O -2.6529 -1.1084 -1.7635  -0.593
N -2.1387 0.4931 0.0033  0.041
C -2.3002 1.6682 0.7208  0.495
N -3.3954 2.1372 1.2457  -0.361
C -3.2616 3.3166 1.8669  -0.355
C -2.0523 3.9965 1.9459  -0.868
C -0.9406 3.4025 1.3750  0.205
N -1.0659 2.2269 0.7670  0.097
H -6.5814 -4.1681 3.0061  0.204
H -7.6105 -2.8029 3.1663  0.206
H -4.5984 -4.1374 1.6281  0.325
H -3.1907 -2.8946 0.0538  0.512
H -5.7559 0.5394 0.4687  0.479
H -7.1803 -0.7154 2.0251  0.326
H -4.1589 3.7240 2.3156  0.471
H -1.9755 4.9519 2.4419  0.439
H 0.0387 3.8591 1.4169  0.512
C 0.4694 -0.0924 1.4538  -0.886
Si 2.1338 -0.5540 0.5577  0.325
C 2.4704 0.9834 -0.5490  -0.778
N 1.2466 1.4770 -1.2898  1.054
C 1.1990 2.9682 -1.2611  -1.061
C 2.3894 3.6050 -1.9873  -0.778
C 2.7717 2.8292 -3.2562  -0.620
C 1.5660 2.0441 -3.7519  -0.811
C 1.1380 1.0007 -2.7225  -0.567
C 3.4635 -0.9585 1.7445  0.547
C 3.5550 -2.2789 2.1998  -0.333
C 4.5509 -2.6376 3.0932  -0.716
C 5.4566 -1.6836 3.5391  -0.478
C 5.3722 -0.3699 3.0967  -0.688
C 4.3778 -0.0058 2.2040  -0.297
C 1.6420 -1.8165 -0.7021  0.932
C 2.5996 -2.5586 -1.3919  -0.475
C 2.2711 -3.2135 -2.5726  -0.836
C 0.9911 -3.1096 -3.0994  -0.699
C 0.0214 -2.3696 -2.4375  -0.567
C 0.3529 -1.7422 -1.2409  -0.026
H 0.5429 0.6532 2.2445  0.617
H 0.0143 -1.0185 1.8160  0.455
H 3.2498 0.7411 -1.2736  0.270
H 2.8300 1.8104 0.0653  0.700
H 1.1841 3.2744 -0.2186  -0.049
H 0.2526 3.2637 -1.7171  0.704
H 3.2426 3.6913 -1.3143  0.266
H 2.0940 4.6251 -2.2364  0.471
H 3.5999 2.1452 -3.0550  0.260
H 3.1247 3.5126 -4.0258  0.449
H 1.7812 1.5191 -4.6822  0.468
H 0.7407 2.7256 -3.9676  0.368
H 1.7149 0.0809 -2.8077  0.354
H 0.0885 0.7278 -2.8898  0.035
H 2.8555 -3.0307 1.8506  0.387
H 4.6232 -3.6592 3.4402  0.423
H 6.2342 -1.9661 4.2360  0.406
H 6.0824 0.3669 3.4466  0.426
H 4.3261 1.0236 1.8663  0.282
H 3.6127 -2.6238 -1.0104  0.442
H 3.0200 -3.8002 -3.0881  0.447
H 0.7421 -3.6166 -4.0219  0.463
H -0.9856 -2.3018 -2.8222  0.639
H -0.5404 -1.3690 -0.6824  0.103

Properties
Total charge = +2
HOMO energy (spin up / spin down) = -13.09 / -13.09 eV
Kohn-Sham gap (spin up / spin down) = 5.330 / 5.332 eV
Lowest unoccupied orbital energy (spin up / spin down) = -7.76 / -7.75 eV

Number 1: total energy -118142.462 eV. Number 2: total energy -51091.739 eV. Number 3: total energy -14158.758 eV. Number 4: total energy -63433.652 eV.